1.
{"formula": "C12H24O12", "method": "wB97M-V/def2-TZVPD", "species": ["C", "O", "C", "O", "O", "C", "H", "H", "H", "H", "H", "H", "C", "O", "C", "O", "O", "C", "H", "H", "H", "H", "H", "H", "C", "O", "C", "O", "O", "C", "H", "H", "H", "H", "H", "H", "C", "O", "C", "O", "O", "C", "H", "H", "H", "H", "H", "H"], "xyz": [[-3.750708, 2.650771, -0.292083], [-2.651708, 2.164771, -0.994083], [-1.543708, 2.901771, -0.911083], [-1.318708, 3.877771, -0.201083], [-0.593708, 2.335771, -1.730083], [0.605292, 2.972771, -1.687083], [-4.207708, 3.550771, -0.598083], [-3.580708, 2.952771, 0.843917], [-4.532708, 1.838771, -0.361083], [0.680292, 3.930771, -2.136083], [1.285292, 2.214771, -2.186083], [0.944292, 3.216771, -0.612083], [-0.272708, -0.665229, -0.305083], [1.002292, -0.518229, -0.812083], [2.091292, -1.063229, -0.306083], [2.059292, -1.649229, 0.768917], [3.244292, -0.725229, -0.916083], [4.516292, -0.952229, -0.432083], [-0.602708, -1.761229, -0.375083], [-0.828708, 0.122771, -0.476083], [-0.124708, -0.711229, 0.827917], [4.903292, -0.211229, 0.477917], [5.141292, -1.048229, -1.144083], [4.673292, -1.993229, 0.184917], [-5.925708, -5.043229, -1.799083], [-5.195708, -5.429229, -0.569083], [-3.766708, -5.122229, -0.533083], [-3.091708, -4.851229, -1.491083], [-3.302708, -5.213229, 0.733917], [-1.970708, -4.855229, 0.935917], [-5.827708, -3.758229, -1.734083], [-6.888708, -5.420229, -1.731083], [-5.447708, -5.433229, -2.656083], [-1.920708, -3.796229, 1.056917], [-1.321708, -4.950229, 0.193917], [-1.857708, -5.240229, 2.028917], [5.073292, 4.247771, 0.602917], [3.704292, 3.742771, 0.554917], [3.276292, 2.951771, 1.579917], [4.019292, 2.349771, 2.363917], [1.949292, 2.815771, 1.556917], [1.320292, 1.896771, 2.405917], [5.665292, 4.344771, -0.379083], [5.642292, 3.363771, 0.761917], [5.258292, 4.700771, 1.478917], [1.916292, 0.948771, 2.555917], [0.228292, 1.811771, 1.986917], [1.326292, 2.505771, 3.466917]], "forces_ev_per_angstrom": [[-1.9, -1.0, 3.7], [0.9, 0.6, -0.3], [1.9, 0.9, 0.4], [-1.1, -1.8, -1.3], [-3.9, 0.1, 1.0], [4.1, -0.7, 1.7], [-0.1, 1.1, -1.4], [0.3, -1.3, -2.1], [0.9, 0.9, 0.3], [-0.5, 0.8, -1.1], [-0.3, 1.3, 0.7], [-0.4, -0.9, -1.5], [2.9, -6.6, 5.4], [2.2, 1.2, -3.4], [0.4, -0.3, 4.0], [0.3, -0.1, -1.3], [-2.2, 0.7, -1.7], [-1.9, -1.5, 10.2], [-0.3, 1.8, -1.0], [-3.0, 3.4, -1.8], [-0.3, 0.5, -0.9], [-1.3, -1.3, -2.7], [4.2, 0.1, -5.3], [-1.0, 2.1, -1.5], [3.3, 4.7, 2.2], [2.6, 0.4, 0.0], [-2.0, -0.5, -0.4], [-0.7, 0.0, 0.5], [-2.6, -0.6, -2.0], [-2.2, 1.1, 6.0], [-0.8, -3.8, -0.8], [-1.8, -0.4, 0.5], [0.7, -0.1, -1.0], [-0.3, 1.2, 0.3], [2.8, -2.0, -3.1], [1.0, 0.2, -2.3], [0.4, -4.5, -3.2], [-0.8, 0.7, 0.1], [2.0, -1.6, 0.8], [-1.4, 1.5, -1.4], [1.1, 1.1, -2.0], [-1.0, 1.0, 3.0], [-2.2, 1.5, 1.0], [0.6, -1.5, 0.9], [0.5, 3.0, 2.4], [-0.9, 0.9, -0.5], [2.3, -0.2, 1.0], [-0.5, -2.0, -2.2]], "nbo_charge": [-0.27, -0.49, 0.97, -0.63, -0.50, -0.28, 0.19, 0.20, 0.20, 0.18, 0.20, 0.21, -0.25, -0.50, 1.00, -0.66, -0.51, -0.22, 0.20, 0.20, 0.19, 0.19, 0.17, 0.19, -0.22, -0.55, 0.99, -0.62, -0.49, -0.26, 0.17, 0.19, 0.19, 0.17, 0.20, 0.21, -0.30, -0.51, 0.99, -0.65, -0.51, -0.28, 0.23, 0.20, 0.20, 0.23, 0.21, 0.19], "e_lumo_ev": 0.51, "de_lowest_kcal_mol": 150.0, "max_force_ev_per_a": 10.49, "smiles": "COC(=O)OC.COC(=O)OC.COC(=O)OC.COC(=O)OC"}

***

2.
{"formula": "C12H24O24S6", "method": "wB97M-V/def2-TZVPD", "species": ["C", "C", "O", "S", "O", "O", "O", "H", "H", "H", "H", "C", "C", "O", "S", "O", "O", "O", "H", "H", "H", "H", "C", "C", "O", "S", "O", "O", "O", "H", "H", "H", "H", "C", "C", "O", "S", "O", "O", "O", "H", "H", "H", "H", "C", "C", "O", "S", "O", "O", "O", "H", "H", "H", "H", "C", "C", "O", "S", "O", "O", "O", "H", "H", "H", "H"], "xyz": [[17.112784, 23.387010, 14.839166], [16.114987, 23.300107, 15.993895], [15.147774, 22.415188, 15.593221], [15.681988, 21.443374, 14.295082], [14.574876, 21.034173, 13.340090], [16.676125, 20.428141, 14.672121], [16.447420, 22.792727, 13.787827], [18.027052, 22.809480, 14.975790], [17.411278, 24.433009, 14.769354], [15.704148, 24.192033, 16.466928], [16.603453, 22.735250, 16.787894], [6.043921, 17.485474, 10.976453], [6.323750, 15.985485, 11.132973], [7.055985, 15.594244, 10.000827], [7.522018, 16.814636, 8.987017], [7.187024, 16.512289, 7.586569], [8.837501, 17.391576, 9.376472], [6.207608, 17.696567, 9.569800], [6.721871, 17.990163, 11.664777], [4.968290, 17.571946, 11.130229], [5.413148, 15.387363, 11.167096], [6.819567, 15.774835, 12.080530], [13.895539, 19.144837, 21.052351], [14.773614, 17.904926, 21.159742], [14.896130, 17.513799, 19.857609], [13.488676, 17.736744, 19.029936], [12.492793, 16.660191, 19.213655], [13.612541, 18.126275, 17.644840], [13.051170, 19.036527, 19.972106], [14.567160, 19.966583, 20.803816], [13.379606, 19.410197, 21.975115], [14.337259, 17.065011, 21.700344], [15.743362, 18.256597, 21.511884], [3.509328, 19.228540, 20.918842], [2.918859, 20.235542, 19.859143], [1.899246, 19.614298, 19.112206], [1.909094, 17.975683, 19.383464], [2.905760, 17.365539, 18.555837], [0.585823, 17.383280, 19.417700], [2.533112, 18.202824, 20.916388], [3.509462, 19.662543, 21.918710], [4.518444, 18.891200, 20.682215], [3.586061, 20.741634, 19.161415], [2.349310, 21.050443, 20.305953], [12.650848, 25.396232, 10.635970], [11.190892, 24.986184, 10.746844], [10.481532, 25.934837, 11.602555], [11.430207, 27.108723, 12.079631], [12.234989, 26.780026, 13.264086], [10.811735, 28.412271, 11.859865], [12.480641, 26.793159, 10.814785], [13.091125, 25.345361, 9.640141], [13.247400, 24.982956, 11.449256], [11.109401, 23.986334, 11.173186], [10.862615, 24.981708, 9.707459], [9.948443, 21.503013, 17.135759], [10.184532, 21.642705, 15.630660], [9.137597, 20.920344, 15.065698], [8.570744, 19.723573, 16.074172], [8.760860, 18.346258, 15.535204], [7.223959, 20.013752, 16.525802], [9.579633, 20.153312, 17.256951], [9.031546, 22.034193, 17.391188], [10.738545, 21.847052, 17.803198], [11.115669, 21.138173, 15.372753], [10.214913, 22.676906, 15.287698]], "forces_ev_per_angstrom": [[1.0, 0.6, 1.5], [2.1, -1.3, 2.0], [-2.7, -3.2, -1.8], [-1.1, -0.3, -1.3], [3.7, 2.1, 3.8], [-2.2, 2.3, -0.3], [-0.7, -1.0, -2.9], [0.0, 0.0, 0.6], [-0.3, -0.1, -1.3], [-0.3, 0.1, -0.8], [0.5, 0.6, 0.5], [-0.5, -1.6, -0.5], [-0.6, -0.1, 0.7], [2.0, -0.4, -1.7], [-1.0, 0.9, 0.4], [1.2, 0.4, 3.4], [-3.6, -1.7, -1.0], [2.0, 0.7, -0.6], [-0.3, 0.8, -0.5], [0.3, 0.9, 0.4], [-0.1, 0.0, -0.4], [0.6, 0.0, -0.3], [1.3, 1.3, 1.4], [-0.8, 0.7, 1.5], [-0.4, -0.9, -4.0], [-3.2, -1.2, -0.6], [2.8, 2.1, 0.7], [1.2, 0.1, 2.1], [-0.9, -1.8, -2.0], [0.2, 0.2, 0.3], [-0.3, -0.3, -0.1], [0.1, 0.2, 0.6], [0.0, -0.6, 0.2], [-0.6, 1.0, -1.0], [0.0, 1.5, 0.5], [-0.9, -2.9, -0.6], [0.1, 0.5, 0.6], [-0.4, 0.5, 0.5], [2.1, 1.6, 0.4], [-0.9, -1.4, -1.0], [-0.1, 0.0, -0.1], [-0.2, -0.3, -0.2], [0.6, -0.6, 0.1], [0.4, 0.0, 0.7], [-0.6, 1.2, 1.1], [0.4, -1.4, -0.5], [-0.1, -0.5, 0.0], [3.0, 0.8, -1.2], [-2.4, 0.6, -1.6], [1.1, -2.8, 0.8], [-0.1, 2.3, 1.1], [-0.1, -0.7, 0.2], [0.3, -0.1, -0.3], [-0.4, 0.2, 0.0], [-1.1, 0.3, 0.4], [-1.1, 1.4, -0.8], [1.5, 0.1, 1.2], [-2.0, -1.7, -0.4], [-0.9, -1.8, -0.6], [0.5, 4.2, 1.5], [1.7, 0.2, -0.8], [0.3, -2.3, 0.1], [0.1, 0.6, 0.1], [0.2, -0.8, -0.2], [0.2, 0.2, -0.1], [-0.4, -0.1, -0.1]], "nbo_charge": [-0.11, -0.11, -0.66, 2.41, -0.81, -0.85, -0.67, 0.20, 0.22, 0.21, 0.18, -0.12, -0.09, -0.68, 2.43, -0.84, -0.85, -0.67, 0.20, 0.22, 0.19, 0.20, -0.10, -0.10, -0.65, 2.44, -0.87, -0.85, -0.66, 0.17, 0.21, 0.20, 0.21, -0.10, -0.11, -0.67, 2.48, -0.89, -0.85, -0.67, 0.21, 0.20, 0.21, 0.19, -0.10, -0.10, -0.68, 2.48, -0.89, -0.84, -0.70, 0.22, 0.19, 0.21, 0.21, -0.10, -0.10, -0.67, 2.46, -0.84, -0.89, -0.68, 0.19, 0.22, 0.19, 0.21], "e_lumo_ev": -0.06, "de_lowest_kcal_mol": 119.8, "max_force_ev_per_a": 5.69, "smiles": "O=S1(=O)OCCO1.O=S1(=O)OCCO1.O=S1(=O)OCCO1.O=S1(=O)OCCO1.O=S1(=O)OCCO1.O=S1(=O)OCCO1"}

***

3.
{"formula": "C12H24O3", "method": "wB97M-V/def2-TZVPD", "species": ["C", "C", "C", "O", "C", "H", "H", "H", "H", "H", "H", "H", "H", "C", "C", "C", "O", "C", "H", "H", "H", "H", "H", "H", "H", "H", "C", "C", "C", "O", "C", "H", "H", "H", "H", "H", "H", "H", "H"], "xyz": [[15.964489, 1.391328, 9.472705], [15.925734, 1.120026, 10.991211], [15.295153, 2.407106, 11.565655], [14.564185, 2.969593, 10.491749], [15.420706, 2.828328, 9.384635], [15.303654, 0.735407, 8.903294], [16.939373, 1.313189, 8.991386], [16.944111, 0.945109, 11.340262], [15.307353, 0.259554, 11.224310], [15.965026, 3.137366, 12.036220], [14.624305, 2.126019, 12.384689], [16.250591, 3.559418, 9.391364], [14.905995, 3.067744, 8.451982], [17.344845, 7.184761, 14.484946], [16.469268, 8.191999, 15.219360], [17.296724, 8.650763, 16.410685], [18.360153, 7.695667, 16.579114], [18.276685, 6.684147, 15.606943], [17.942364, 7.601800, 13.675083], [16.753524, 6.353088, 14.108601], [15.579862, 7.661309, 15.574416], [16.087361, 9.035109, 14.646468], [16.752868, 8.715214, 17.354235], [17.784069, 9.616138, 16.241830], [17.833702, 5.780364, 16.052410], [19.283911, 6.441905, 15.266663], [19.561660, 4.074969, 11.743831], [19.821201, 3.990140, 10.241499], [19.961795, 5.466320, 9.895114], [19.058525, 6.146571, 10.754767], [18.665716, 5.295220, 11.841984], [20.499610, 4.236472, 12.282496], [19.139274, 3.162592, 12.169214], [18.982795, 3.526793, 9.714421], [20.698363, 3.385549, 10.005060], [19.691982, 5.665376, 8.858261], [20.985369, 5.803548, 10.090694], [17.609218, 5.051723, 11.690605], [18.799211, 5.839175, 12.772547]], "forces_ev_per_angstrom": [[-0.5, 0.4, -0.5], [0.7, 0.5, -0.4], [-0.6, -0.8, 0.8], [0.1, 0.3, 0.2], [0.6, 0.2, -0.8], [-0.1, -0.1, 0.2], [0.1, 0.0, 0.3], [-0.1, -0.1, 0.3], [0.0, -0.1, 0.1], [0.4, -0.1, -0.5], [-0.3, 0.2, -0.3], [-0.1, -0.1, 0.5], [-0.4, -0.3, 0.2], [0.6, -0.1, 0.3], [-0.7, -0.1, 0.4], [0.9, 0.0, 0.1], [-0.1, 0.4, 0.1], [-0.6, -0.5, -0.2], [-0.2, 0.2, 0.0], [0.0, 0.1, -0.3], [0.1, 0.1, 0.1], [0.2, 0.0, -0.3], [-0.2, 0.0, -0.1], [-0.2, 0.0, -0.1], [0.2, 0.0, 0.0], [0.0, 0.0, -0.1], [0.1, -0.5, 0.1], [0.2, -0.3, 0.1], [0.0, -0.4, -0.1], [-0.1, 0.2, 0.1], [0.1, 0.1, -0.4], [0.0, 0.2, -0.1], [-0.2, 0.1, -0.1], [-0.1, 0.2, 0.1], [0.1, 0.2, 0.0], [0.1, 0.2, 0.0], [0.0, 0.1, -0.1], [0.0, -0.1, 0.2], [-0.1, 0.0, 0.0]], "nbo_charge": [-0.43, -0.44, -0.08, -0.52, -0.07, 0.21, 0.21, 0.21, 0.21, 0.16, 0.19, 0.15, 0.19, -0.43, -0.44, -0.07, -0.53, -0.06, 0.21, 0.21, 0.20, 0.22, 0.18, 0.17, 0.15, 0.18, -0.43, -0.43, -0.07, -0.54, -0.07, 0.20, 0.22, 0.20, 0.22, 0.19, 0.16, 0.17, 0.18], "e_lumo_ev": 0.74, "de_lowest_kcal_mol": 35.9, "max_force_ev_per_a": 1.25, "smiles": "C1CCOC1.C1CCOC1.C1CCOC1"}

***

4.
{"formula": "C12H25BN2O6P", "method": "wB97M-V/def2-TZVPD", "species": ["C", "C", "B", "O", "C", "C", "N", "N", "C", "P", "O", "O", "C", "H", "H", "H", "H", "H", "H", "H", "H", "H", "H", "H", "C", "O", "C", "C", "O", "C", "C", "O", "C", "H", "H", "H", "H", "H", "H", "H", "H", "H", "H", "H", "H", "H", "H"], "xyz": [[0.316942, 8.129703, 3.561334], [0.388017, 6.812279, 4.578394], [-0.392940, 5.518712, 3.920692], [-1.837203, 5.266070, 4.132310], [0.458274, 4.478143, 2.974929], [2.118360, 4.524037, 2.768727], [2.902488, 3.593189, 1.912240], [2.214873, 2.650170, 1.210173], [0.740439, 2.325564, 1.160174], [0.087553, 0.892875, 0.019068], [1.304887, 0.656262, -1.252859], [-1.246721, 1.670320, -0.856830], [-0.281820, 3.261875, 2.095977], [0.658345, 9.096551, 4.169964], [-0.778883, 8.345232, 3.189101], [1.039569, 8.034852, 2.645316], [1.552597, 6.625204, 4.753115], [-0.079755, 7.104242, 5.615669], [-2.005024, 4.361441, 4.533144], [2.702698, 5.359873, 3.380360], [2.811905, 2.018237, 0.591336], [1.332706, -0.343826, -1.357305], [-0.860286, 2.224112, -1.614791], [-1.450252, 3.074956, 2.128527], [0.586905, -4.865718, -5.008139], [0.204365, -5.392870, -3.747503], [1.252730, -5.389634, -2.782320], [0.787832, -4.797574, -1.444661], [0.475462, -3.399922, -1.460106], [-0.684514, -3.001106, -2.202836], [-2.025806, -3.531014, -1.672802], [-2.136706, -4.937160, -1.881511], [-2.695593, -5.640191, -0.782726], [1.038140, -5.655346, -5.616442], [-0.313901, -4.504272, -5.512115], [1.277394, -4.022527, -4.909549], [2.133173, -4.833671, -3.140788], [1.548124, -6.432143, -2.624705], [1.617489, -4.903212, -0.735393], [-0.032353, -5.369922, -1.014195], [-0.555011, -3.225254, -3.260378], [-0.712363, -1.907716, -2.132159], [-2.844879, -3.056118, -2.218055], [-2.111387, -3.276795, -0.608651], [-2.412526, -5.201426, 0.181030], [-2.308837, -6.662748, -0.805339], [-3.784511, -5.673734, -0.879426]], "forces_ev_per_angstrom": [[-0.1, 0.9, 0.4], [0.4, 0.7, -0.2], [-1.5, 0.4, 1.0], [3.4, -0.9, 0.4], [2.2, -4.6, -3.9], [-2.1, -2.2, -1.3], [-4.1, 2.0, 2.2], [-3.7, -0.2, 0.4], [1.3, 4.4, 2.0], [-1.1, 0.2, -2.6], [-1.9, -0.3, 2.5], [3.8, 0.0, 0.3], [4.7, 1.1, 0.2], [-0.7, -2.2, -1.3], [2.2, -0.6, 0.7], [-1.5, 0.0, 1.7], [-2.5, 0.2, -0.3], [0.8, -0.6, -2.1], [0.2, 1.5, -1.0], [-1.1, -2.2, -1.7], [-0.8, 1.3, 1.1], [0.0, 1.4, 0.1], [-0.8, -1.0, 1.4], [2.8, 0.4, -0.2], [-0.3, -0.3, 0.0], [0.4, 0.6, 0.0], [-0.4, 0.1, 0.2], [0.3, -0.2, 0.0], [-0.3, 0.0, -0.2], [-0.1, -0.1, 0.1], [0.5, -0.4, -0.4], [0.2, 0.4, 0.6], [0.0, -0.2, -0.3], [0.1, 0.2, -0.1], [0.1, -0.1, 0.1], [0.1, 0.0, 0.0], [-0.2, -0.1, 0.0], [0.2, 0.1, 0.2], [0.0, 0.2, -0.2], [-0.1, 0.0, -0.3], [-0.1, -0.2, 0.0], [0.0, 0.0, 0.2], [0.0, 0.3, 0.0], [0.0, -0.1, -0.1], [-0.1, 0.1, -0.1], [-0.1, 0.1, -0.1], [0.0, 0.0, 0.2]], "nbo_charge": [-0.62, -0.80, 1.03, -0.90, -0.27, 0.04, -0.14, -0.29, -0.11, 1.34, -0.97, -0.94, -0.14, 0.24, 0.23, 0.21, 0.23, 0.27, 0.51, 0.28, 0.46, 0.53, 0.51, 0.29, -0.25, -0.55, -0.09, -0.08, -0.56, -0.08, -0.09, -0.54, -0.25, 0.18, 0.19, 0.16, 0.17, 0.19, 0.19, 0.19, 0.19, 0.16, 0.18, 0.17, 0.16, 0.19, 0.18], "e_lumo_ev": -5.88, "charge": 1, "de_lowest_kcal_mol": 199.5, "max_force_ev_per_a": 6.41}